Below is a 4-piece molecular cluster, C42H61F3IN2O5S overall at a distorted geometry, with properties calculated with ωB97M-V/def2-TZVPD.

CARTESIAN COORDINATES (ANGSTROEM)
C: -0.8023 4.1282 1.2332
C: -1.9545 3.8453 0.2630
O: -1.9425 4.7518 -0.8299
C: -2.1064 2.3889 -0.2684
C: -1.1045 1.3840 0.2613
N: -1.2038 0.8558 1.4295
I: -2.7972 1.3299 2.6367
C: -0.0820 -0.0781 1.6541
C: 0.2766 -0.5721 3.0778
C: 0.2705 0.4720 4.2361
C: -0.2334 -0.1089 5.5882
C: -1.7019 -0.6040 5.6017
C: -2.5425 0.3320 6.5040
N: -2.2810 1.7828 6.2770
C: 1.0503 0.4001 0.6487
C: 1.6441 1.6147 1.4662
C: 2.9243 1.2591 2.2758
C: 3.1560 2.4467 3.2608
S: 4.2925 2.0223 4.6344
C: 1.9264 -0.8537 0.4815
C: 3.0301 -0.8589 -0.6112
C: 3.7880 0.4642 -0.9187
C: 5.2965 0.2972 -0.6869
O: 5.9104 -0.5412 -1.1720
O: 5.8942 1.2126 0.1567
C: 0.1116 0.8218 -0.5621
C: -0.6528 -0.2959 -1.3327
C: 0.1752 -1.1513 -2.3150
O: -0.6762 -1.6266 -3.3619
C: 0.6390 2.0292 -1.3998
C: 0.4704 1.9759 -2.9366
C: 0.2681 3.4468 -3.4278
O: 1.7086 1.5493 -3.5116
H: -0.8816 3.6235 2.2024
H: -0.8344 5.2068 1.4549
H: 0.1985 3.9343 0.8314
H: -2.8815 4.0677 0.8201
H: -1.5085 5.5654 -0.5384
H: -1.8784 2.4414 -1.3463
H: -3.1276 2.0019 -0.2090
H: -0.4651 -1.0153 1.2039
H: 1.2265 -1.1061 3.1329
H: -0.4906 -1.3170 3.3420
H: -0.1834 1.4399 3.9906
H: 1.3287 0.6993 4.4438
H: 0.4029 -0.9915 5.7672
H: -0.0034 0.6044 6.3834
H: -1.6965 -1.5779 6.1137
H: -2.1378 -0.7859 4.6158
H: -2.2228 0.1157 7.5341
H: -3.6159 0.0855 6.4937
H: -3.1453 2.1705 5.9017
H: -2.2266 2.1999 7.2036
H: 1.9780 2.4201 0.7914
H: 0.9018 2.0697 2.1230
H: 2.8232 0.3423 2.8593
H: 3.8223 1.2186 1.6532
H: 2.1893 2.6663 3.7346
H: 3.4736 3.3527 2.7362
H: 4.0394 0.7042 4.8211
H: 2.3988 -1.1782 1.4115
H: 1.2386 -1.6777 0.2314
H: 3.7936 -1.5732 -0.2703
H: 2.7131 -1.2768 -1.5697
H: 3.6861 0.6842 -1.9915
H: 3.4689 1.3600 -0.3821
H: 5.8434 2.0921 -0.2513
H: -1.4032 0.2299 -1.9432
H: -1.2320 -0.9713 -0.6887
H: 0.5336 -2.0516 -1.7875
H: 1.0587 -0.6644 -2.7305
H: -1.2468 -2.2824 -2.9355
H: 1.7194 2.0838 -1.2217
H: 0.2573 2.9969 -1.0640
H: -0.3994 1.4247 -3.3120
H: 1.2426 3.9457 -3.4503
H: -0.4951 3.9802 -2.8482
H: -0.0840 3.4140 -4.4694
H: 1.5494 1.0010 -4.2927
F: 8.3695 -7.4075 -0.6129
C: 7.9114 -6.1434 -0.6416
C: 6.6451 -5.8746 -0.1611
C: 6.1764 -4.5683 -0.1875
C: 6.9717 -3.5513 -0.7012
C: 8.2409 -3.8416 -1.1843
C: 8.7183 -5.1443 -1.1507
H: 6.0370 -6.6813 0.2281
H: 5.1874 -4.3436 0.1934
H: 6.6028 -2.5333 -0.7251
H: 8.8604 -3.0513 -1.5884
H: 9.7079 -5.3879 -1.5151
F: -2.8878 -4.7290 -2.6891
C: -3.0969 -4.5587 -4.0135
C: -3.3225 -3.2865 -4.4957
C: -3.5316 -3.1032 -5.8549
C: -3.5229 -4.1967 -6.7097
C: -3.2989 -5.4725 -6.2065
C: -3.0784 -5.6567 -4.8490
H: -3.3342 -2.4479 -3.8102
H: -3.7014 -2.1086 -6.2463
H: -3.6904 -4.0545 -7.7696
H: -3.2957 -6.3253 -6.8725
H: -2.8935 -6.6413 -4.4395
F: -5.2903 1.7493 0.2851
C: -6.4964 1.9305 -0.3125
C: -6.5820 1.8537 -1.6870
C: -7.8155 2.0343 -2.2960
C: -8.9390 2.2982 -1.5240
C: -8.8317 2.3764 -0.1421
C: -7.6017 2.1860 0.4712
H: -5.6927 1.6547 -2.2721
H: -7.8999 1.9698 -3.3728
H: -9.8995 2.4429 -2.0012
H: -9.7064 2.5859 0.4594
H: -7.4994 2.2347 1.5479

Results
DFT total energy   -3117.84075 Ha
Multiplicity   1
Largest force on an atom   0.0884 Eh/bohr
Total charge   +1
E_LUMO   -4.19 eV

These are the Löwdin partial charges, in e, on atoms 1 to 99: atom 1 (C): -0.045, atom 2 (C): -0.418, atom 3 (O): -0.025, atom 4 (C): -0.094, atom 5 (C): -0.225, atom 6 (N): -0.322, atom 7 (I): 1.291, atom 8 (C): -0.256, atom 9 (C): -0.111, atom 10 (C): -0.217, atom 11 (C): -0.193, atom 12 (C): -0.229, atom 13 (C): -0.280, atom 14 (N): -0.016, atom 15 (C): -0.248, atom 16 (C): -0.119, atom 17 (C): -0.236, atom 18 (C): -0.554, atom 19 (S): 0.706, atom 20 (C): -0.103, atom 21 (C): -0.112, atom 22 (C): -0.078, atom 23 (C): -0.527, atom 24 (O): 0.174, atom 25 (O): 0.077, atom 26 (C): -0.209, atom 27 (C): -0.076, atom 28 (C): -0.225, atom 29 (O): -0.054, atom 30 (C): -0.057, atom 31 (C): -0.387, atom 32 (C): -0.029, atom 33 (O): -0.045, atom 34 (H): 0.049, atom 35 (H): 0.100, atom 36 (H): 0.074, atom 37 (H): 0.129, atom 38 (H): 0.103, atom 39 (H): 0.125, atom 40 (H): 0.085, atom 41 (H): 0.139, atom 42 (H): 0.116, atom 43 (H): 0.111, atom 44 (H): 0.064, atom 45 (H): 0.084, atom 46 (H): 0.115, atom 47 (H): 0.111, atom 48 (H): 0.109, atom 49 (H): 0.034, atom 50 (H): 0.112, atom 51 (H): 0.108, atom 52 (H): 0.042, atom 53 (H): 0.070, atom 54 (H): 0.109, atom 55 (H): 0.084, atom 56 (H): 0.078, atom 57 (H): 0.094, atom 58 (H): 0.047, atom 59 (H): 0.082, atom 60 (H): -0.144, atom 61 (H): 0.110, atom 62 (H): 0.118, atom 63 (H): 0.115, atom 64 (H): 0.098, atom 65 (H): 0.121, atom 66 (H): 0.083, atom 67 (H): 0.124, atom 68 (H): 0.123, atom 69 (H): 0.133, atom 70 (H): 0.121, atom 71 (H): 0.105, atom 72 (H): 0.069, atom 73 (H): 0.107, atom 74 (H): 0.099, atom 75 (H): 0.139, atom 76 (H): 0.092, atom 77 (H): 0.063, atom 78 (H): 0.086, atom 79 (H): 0.110, atom 80 (F): 0.061, atom 81 (C): -0.290, atom 82 (C): -0.022, atom 83 (C): -0.088, atom 84 (C): -0.090, atom 85 (C): -0.073, atom 86 (C): -0.015, atom 87 (H): 0.115, atom 88 (H): 0.095, atom 89 (H): 0.067, atom 90 (H): 0.108, atom 91 (H): 0.118, atom 92 (F): 0.047, atom 93 (C): -0.289, atom 94 (C): -0.038, atom 95 (C): -0.075, atom 96 (C): -0.087, atom 97 (C): -0.072, atom 98 (C): -0.013, atom 99 (H): 0.107